Record 1
{
  "formula": "C2H3Cl3O6Pd",
  "method": "wB97M-V/def2-TZVPD",
  "symbols": ["Pd", "Cl", "C", "Cl", "H", "H", "O", "C", "O", "H", "O", "Cl", "O", "O", "O"],
  "coordinates": [[-0.0399, -0.4235, -0.3374], [1.7851, -2.0078, 0.4323], [1.9857, -1.2056, 2.0140], [0.5768, -0.1409, 2.2758], [2.8922, -0.5998, 1.9875], [2.0111, -1.9708, 2.7903], [-4.1664, -0.9621, -0.5480], [-3.0162, -0.6567, -0.6971], [-1.9549, -1.1717, -0.2435], [-2.7972, 0.2453, -1.3682], [1.6390, 0.9735, -0.8211], [0.5430, 1.8143, -1.2791], [-0.1956, 1.0538, -2.2417], [1.0298, 2.9972, -1.8201], [-0.2927, 2.0542, -0.1436]],
  "forces_ev_per_a": [[-2.33, 0.16, -0.99], [0.40, -0.66, 0.21], [-0.20, 0.21, 0.14], [0.35, -0.21, 0.41], [-0.23, -0.13, -0.04], [-0.04, 0.18, -0.20], [-0.04, -1.01, 0.69], [-0.93, 3.63, -2.68], [3.16, -2.18, 2.06], [-0.04, -0.51, 0.44], [0.96, -1.70, 0.75], [-0.43, 2.31, -0.22], [-0.61, -1.11, -0.71], [0.63, 0.91, -0.55], [-0.64, 0.12, 0.69]],
  "energy_ev": -55443.7450
}

---

Record 2
{
  "formula": "C2H3ClF2O",
  "method": "wB97M-V/def2-TZVPD",
  "symbols": ["C", "C", "O", "F", "F", "Cl", "H", "H", "H"],
  "coordinates": [[-0.9521, 0.9601, -0.2179], [1.0570, -1.1089, 0.0586], [-0.7630, -0.3418, -0.2937], [1.1800, -2.0134, -0.8612], [0.9718, -1.5993, 1.2558], [-0.9181, 1.6174, 1.4757], [-0.2624, 1.5838, -0.8024], [-1.9858, 1.1173, -0.5668], [1.6726, -0.2153, -0.0481]],
  "forces_ev_per_a": [[-0.44, 0.85, -0.58], [-2.97, 1.87, -0.39], [3.35, -3.32, 0.47], [-0.23, 0.22, 0.30], [-0.09, 0.04, -0.47], [0.16, 0.20, 0.35], [0.01, 0.02, 0.22], [0.30, 0.28, 0.11], [-0.10, -0.18, -0.01]],
  "energy_ev": -22125.1741
}

---

Record 3
{
  "formula": "C2H3ClF2S",
  "method": "wB97M-V/def2-TZVPD",
  "symbols": ["C", "C", "F", "F", "S", "Cl", "H", "H", "H"],
  "coordinates": [[0.3007, 0.2789, 0.8421], [-0.1476, 0.6757, -0.4262], [-0.3269, -1.4502, -1.9094], [-1.3681, 0.7917, -0.6585], [-0.1090, -1.5243, 1.1546], [0.8894, 1.5572, -1.4254], [1.4069, 0.3530, 0.9932], [-0.2154, 0.9078, 1.6052], [-0.4300, -1.5899, -0.1756]],
  "forces_ev_per_a": [[1.62, -1.53, 2.90], [1.17, 0.74, -2.20], [0.17, 1.37, 1.54], [-1.25, 0.00, -0.31], [-0.31, 0.86, -0.06], [-0.50, -0.55, -0.06], [-1.11, 0.34, -0.50], [0.14, -0.38, -0.52], [0.06, -0.86, -0.79]],
  "energy_ev": -30911.5585
}

---

Record 4
{
  "formula": "C2H3ClFI",
  "method": "wB97M-V/def2-TZVPD",
  "symbols": ["C", "C", "F", "Cl", "I", "H", "H", "H"],
  "coordinates": [[0.0466, 0.1861, -0.2449], [0.6888, 0.9254, -1.2985], [1.0775, 2.1315, -0.9003], [1.3739, 0.3108, -2.6429], [-2.1054, 1.9491, -2.4521], [0.6229, -0.3295, 0.5325], [-0.4177, 0.8497, 0.3832], [-0.6867, -0.4520, -0.6379]],
  "forces_ev_per_a": [[0.65, -1.50, 0.65], [-1.37, 2.06, 0.73], [0.58, -0.32, -0.58], [0.81, -0.46, -0.96], [0.83, -0.33, 0.31], [0.92, -0.41, -0.76], [-1.58, 2.05, 1.09], [-0.85, -1.11, -0.48]],
  "energy_ev": -25461.0306
}

---

Record 5
{
  "formula": "C2H3ClFI",
  "method": "wB97M-V/def2-TZVPD",
  "symbols": ["C", "C", "F", "Cl", "I", "H", "H", "H"],
  "coordinates": [[-0.3773, 0.1871, 0.2976], [0.3731, -1.0061, -0.2250], [0.0297, -2.0915, 0.3952], [-0.0082, -1.3263, -1.9357], [0.5127, 0.9630, 2.1597], [-0.3447, 0.9097, -0.4563], [-1.4532, -0.0458, 0.7044], [1.5415, -1.0650, -0.1832]],
  "forces_ev_per_a": [[-1.21, -0.88, 2.36], [2.90, 0.42, -0.81], [-1.25, -2.70, 2.16], [-0.24, 0.45, -0.68], [-0.13, -0.24, -0.84], [-0.21, 1.51, -0.67], [2.14, 0.16, -1.43], [-2.01, 1.28, -0.08]],
  "energy_ev": -25462.6004,
  "smiles": "F[C@@H](Cl)CI"
}

---

Record 6
{
  "formula": "C2H3ClFI",
  "method": "wB97M-V/def2-TZVPD",
  "symbols": ["C", "C", "F", "Cl", "I", "H", "H", "H"],
  "coordinates": [[1.5476, -0.4125, -0.6414], [0.5423, -0.0474, -1.4034], [0.5355, 0.1155, -2.7420], [-1.0363, 0.2123, -0.7136], [-2.1240, 0.3757, 2.6305], [-3.2509, 0.9910, 3.5127], [1.3241, -0.6506, 0.3881], [2.4617, -0.5840, -1.0308]],
  "forces_ev_per_a": [[-2.57, 0.20, 0.74], [-1.04, -0.01, -0.21], [0.34, 0.03, 1.07], [0.27, 0.00, -0.54], [0.70, -0.38, -0.54], [-0.77, 0.40, 0.67], [0.20, 0.28, -0.01], [2.88, -0.52, -1.18]],
  "energy_ev": -25462.0100,
  "smiles": "C=C(F)Cl.I"
}

---

Record 7
{
  "formula": "C2H3ClFI",
  "method": "wB97M-V/def2-TZVPD",
  "symbols": ["C", "C", "F", "Cl", "I", "H", "H", "H"],
  "coordinates": [[0.7024, -0.4101, -0.2257], [-0.4827, 0.4094, -0.1086], [-0.4698, 0.7272, 1.9238], [-0.6430, 1.9063, -0.7313], [-2.1708, -0.8836, -0.1565], [0.5926, -1.2180, 0.4366], [0.8189, -0.6294, -1.1909], [1.6523, 0.0981, 0.0526]],
  "forces_ev_per_a": [[1.96, 2.34, 3.44], [-1.59, -1.09, 3.65], [0.03, -0.46, -3.28], [0.08, 1.21, -0.35], [0.01, 0.63, 0.06], [-0.04, -1.28, 0.44], [0.30, -1.51, -3.99], [-0.76, 0.16, 0.03]],
  "energy_ev": -25460.4868
}

---

Record 8
{
  "formula": "C2H3ClFN",
  "method": "wB97M-V/def2-TZVPD",
  "symbols": ["C", "C", "N", "F", "Cl", "H", "H", "H"],
  "coordinates": [[0.1765, -0.4075, -1.2997], [0.0457, 0.3587, 1.0040], [0.5601, -0.4080, -0.1063], [-0.7687, 1.3851, 0.6555], [-0.9078, -0.7309, 2.0362], [0.7136, -0.9995, -2.1467], [-0.7726, 0.2277, -1.6633], [0.9534, 0.5744, 1.5202]],
  "forces_ev_per_a": [[-1.88, 1.18, -1.80], [-0.50, -1.78, -1.66], [0.62, -0.63, -0.12], [0.44, 0.37, 0.12], [0.03, -0.05, 0.12], [-0.85, 0.87, 1.86], [2.02, -1.23, 0.69], [0.13, 1.27, 0.78]],
  "energy_ev": -18851.3742,
  "smiles": "C=N[C@@H](F)Cl"
}